A molecular structure, C28H47Cl3N2O3PRuSi, computed with ωB97M-V/def2-TZVPD.

As for the spin multiplicity: 6. The highest occupied orbital energy (spin up / spin down) comes out at -5.3827 / -7.2335 eV. For the relative energy (zero: lowest compared OMol25 entry of this formula, charge and spin), the calculation gives 73.2 kcal/mol. Its LUMO energy (spin up / spin down) is 0.396 / -2.545 eV. The calculation puts the gap between HOMO and LUMO (spin up / spin down) at 5.78 / 4.69 eV.

Each line ends with the Mulliken charge.
Geometry (Å):
Ru  -1.137  -0.969  0.047  -0.070
Cl  -2.164  -1.720  -1.902  -0.498
Cl  -0.323  -3.227  0.046  -0.498
Cl  3.047  1.621  -0.947  -0.496
P  -3.049  0.229  0.270  2.109
Si  2.027  0.481  0.447  1.799
O  -1.523  -1.354  2.112  -0.504
O  -1.734  2.898  -1.086  -0.502
O  1.415  -0.833  -0.691  -0.250
N  -0.589  4.505  -2.233  0.237
N  -1.752  -2.853  3.812  0.254
C  -4.945  1.550  -3.192  -0.744
C  4.267  -1.686  0.421  -0.080
C  -0.548  5.347  -3.414  -1.027
C  2.405  -0.634  -3.553  -1.784
C  4.524  -1.190  -2.429  0.180
C  -5.275  1.883  -0.444  -0.339
C  2.348  -1.773  -1.244  -0.799
C  3.172  -1.180  -2.396  0.464
C  -4.014  1.008  -2.303  -0.425
C  0.250  4.844  -1.090  -0.706
C  3.740  -4.308  1.240  -0.847
C  -1.558  3.581  -2.102  0.056
C  1.722  -0.735  2.040  -1.361
C  4.828  -3.610  1.773  -0.649
C  -4.348  -0.829  1.021  -1.359
C  5.379  -0.400  -3.365  -1.445
C  -6.201  2.439  -1.329  -0.719
C  5.072  -2.287  1.393  -1.288
C  -2.830  1.516  1.542  -1.577
C  -1.945  -4.242  4.198  -0.857
C  -1.861  -2.507  2.533  -0.253
C  -4.181  1.139  -0.928  0.678
C  -1.364  -1.881  4.842  -0.727
C  3.207  -2.400  -0.146  0.814
C  -6.050  2.265  -2.707  -0.466
C  0.293  1.133  0.631  -1.042
C  2.929  -3.705  0.280  -0.610
C  3.304  1.100  1.797  -1.526
H  -2.202  3.471  -2.994  0.248
H  -1.112  6.278  -3.276  0.335
H  -0.338  -1.528  4.702  0.206
H  3.881  1.954  1.410  0.450
H  -1.984  1.261  2.188  0.328
H  -2.035  -4.275  5.295  0.279
H  2.676  -1.188  -4.456  0.432
H  -0.177  1.472  -0.317  0.446
H  -2.049  -1.029  4.847  0.250
H  4.497  -0.677  0.057  1.005
H  5.120  0.681  -3.397  0.248
H  0.858  5.711  -1.359  0.371
H  -2.845  -4.639  3.727  0.334
H  -2.224  -3.283  1.844  0.496
H  0.485  5.608  -3.642  0.357
H  2.617  -1.278  2.370  0.575
H  0.906  4.003  -0.837  0.067
H  -5.334  -0.378  0.865  0.644
H  -0.367  5.070  -0.214  0.285
H  -4.321  -1.801  0.521  0.231
H  5.372  -0.772  -4.411  0.321
H  -3.745  1.593  2.143  0.559
H  -2.627  2.465  1.028  0.257
H  1.363  -0.110  2.871  0.695
H  -0.315  0.323  1.198  -0.481
H  3.522  -5.336  1.555  0.398
H  -1.094  -4.860  3.889  0.331
H  -4.811  1.412  -4.263  0.419
H  1.717  -2.555  -1.692  0.685
H  -5.415  2.024  0.633  0.246
H  0.938  -1.472  1.804  0.078
H  2.768  1.448  2.689  0.417
H  1.331  -0.737  -3.396  0.299
H  -0.987  4.785  -4.246  0.349
H  5.487  -4.091  2.492  0.398
H  5.910  -1.727  1.820  0.379
H  2.078  -4.237  -0.146  0.392
H  -7.043  3.012  -0.929  0.379
H  0.290  2.003  1.333  0.389
H  -4.170  -0.958  2.093  0.215
H  -1.438  -2.409  5.798  0.350
H  -3.148  0.448  -2.675  0.194
H  6.431  -0.477  -3.037  0.385
H  5.100  -1.847  -1.772  0.480
H  2.644  0.415  -3.735  0.305
H  -6.779  2.688  -3.395  0.371
H  4.031  0.325  2.077  0.458

=====

A gas-phase ion, C5H8N2PS (charge +1), computed with ωB97M-V/def2-TZVPD.

As for the total charge: +1. The highest occupied orbital energy (spin up / spin down) comes out at -12.4483 / -12.2860 eV. For the relative energy (zero: lowest compared OMol25 entry of this formula, charge and spin), the calculation gives 86.1 kcal/mol. Its LUMO energy (spin up / spin down) is -5.552 / -5.762 eV. The calculation puts the gap between HOMO and LUMO (spin up / spin down) at 6.90 / 6.52 eV.

Each line ends with the Mulliken charge.
Geometry (Å):
S  0.949  1.126  -1.259  -0.137
P  0.290  0.707  1.697  -0.080
N  -0.615  -1.246  -1.592  -0.179
N  -0.437  -0.496  1.025  -0.242
C  0.132  -0.234  -1.430  0.479
C  -1.616  -1.784  -0.661  -0.469
C  2.412  2.336  0.690  -1.142
C  -1.681  -1.041  0.707  -0.376
C  1.374  1.296  0.458  0.446
H  -1.988  -1.788  1.451  0.331
H  -2.458  -0.268  0.671  0.336
H  -2.600  -1.724  -1.134  0.311
H  -0.453  -1.871  -2.384  0.312
H  -1.363  -2.840  -0.527  0.364
H  2.154  2.940  1.559  0.358
H  2.515  3.001  -0.166  0.387
H  3.385  1.886  0.895  0.301

=====

H6N2O3Si in the gas phase, computed with ωB97M-V/def2-TZVPD.

The highest occupied orbital energy comes out at -8.0527 eV. For the relative energy (zero: lowest compared OMol25 entry of this formula, charge and spin), the calculation gives 0.0 kcal/mol. Its LUMO energy is 0.482 eV. As for the SMILES: NN[Si](O)(O)O. The calculation puts the gap between HOMO and LUMO at 8.53 eV.

Each line ends with the Mulliken charge.
Geometry (Å):
Si  -0.629  0.050  0.084  0.460
O  -0.688  0.690  -1.406  -0.487
O  -1.000  1.083  1.231  -0.521
O  -1.799  -1.129  0.287  -0.540
N  2.180  -0.091  -0.272  -0.685
N  0.938  -0.603  0.212  0.045
H  -2.275  -1.246  1.175  0.331
H  2.001  0.661  -0.968  0.275
H  -0.810  1.980  1.463  0.340
H  2.501  -0.821  -0.830  0.237
H  1.127  -1.524  0.712  0.256
H  -1.546  0.949  -1.687  0.289

=====

A molecular structure, C4H7AgO2, computed with ωB97M-V/def2-TZVPD.

As for the spin multiplicity: 3. The highest occupied orbital energy (spin up / spin down) comes out at -5.2568 / -9.3475 eV. For the relative energy (zero: lowest compared OMol25 entry of this formula, charge and spin), the calculation gives 59.2 kcal/mol. Its LUMO energy (spin up / spin down) is 0.223 / -1.972 eV. The calculation puts the gap between HOMO and LUMO (spin up / spin down) at 5.48 / 7.38 eV.

Each line ends with the Mulliken charge.
Geometry (Å):
Ag  -1.492  -2.063  -1.200  -0.077
O  -1.665  -0.109  -1.277  -0.485
O  1.959  -0.028  -0.939  -0.484
C  0.448  -0.756  0.858  -0.793
C  1.543  -0.909  0.016  -0.040
C  -0.642  1.485  0.158  -0.740
C  -1.724  0.910  -0.489  0.235
H  -2.710  1.044  -0.006  0.319
H  0.640  -1.306  1.788  0.254
H  -0.573  -0.588  1.208  0.430
H  0.211  1.773  -0.463  0.319
H  -0.835  2.007  1.098  0.310
H  2.787  0.414  -0.683  0.356
H  2.055  -1.875  -0.069  0.397

=====

A molecular structure, C21H27N6PPt, computed with ωB97M-V/def2-TZVPD.

As for the spin multiplicity: 5. As for the total charge: +4. The highest occupied orbital energy (spin up / spin down) comes out at -20.8586 / -20.8839 eV. For the relative energy (zero: lowest compared OMol25 entry of this formula, charge and spin), the calculation gives 0.0 kcal/mol. Its LUMO energy (spin up / spin down) is -12.073 / -15.718 eV. The calculation puts the gap between HOMO and LUMO (spin up / spin down) at 8.79 / 5.17 eV.

Each line ends with the Mulliken charge.
Geometry (Å):
Pt  0.524  0.204  -0.357  0.978
P  -2.517  -1.486  0.462  -0.118
N  -1.070  0.908  0.690  -0.083
N  -0.817  -3.112  2.162  0.170
N  -2.393  -2.294  -2.156  0.122
N  -3.068  1.107  1.538  0.047
N  0.384  -1.626  1.012  0.032
N  -0.688  -0.981  -1.705  -0.099
C  2.011  1.690  -1.624  -0.361
C  -2.270  0.286  0.891  0.096
C  -1.222  2.183  1.101  -0.291
C  3.926  1.223  -0.213  -0.805
C  3.823  2.507  0.449  0.180
C  -1.751  -1.612  -1.185  0.339
C  3.192  -0.542  -1.829  -1.424
C  -0.663  -1.282  -3.013  -0.260
C  -3.773  -2.875  -2.062  -0.924
C  2.969  0.766  -1.163  0.594
C  -1.723  -2.078  -3.304  -0.809
C  2.744  3.311  0.098  -0.394
C  0.494  -3.327  2.438  -0.316
C  4.958  2.935  1.333  -1.434
C  1.154  4.084  -1.639  -1.535
C  -4.409  0.590  2.011  -0.797
C  -2.470  2.294  1.647  -0.541
C  -1.954  -3.922  2.747  -0.764
C  -0.859  -2.079  1.308  0.137
C  1.289  -2.418  1.615  -0.271
C  1.941  3.018  -0.990  0.892
H  -4.249  0.060  2.928  0.365
H  -3.998  -3.146  -1.063  0.413
H  -2.852  -3.349  2.865  0.347
H  -5.043  1.404  2.234  0.359
H  -2.002  -2.412  -4.295  0.479
H  5.718  3.361  0.674  0.369
H  -4.873  -0.080  1.257  0.356
H  0.882  -4.149  3.085  0.458
H  4.083  -0.408  -2.418  0.538
H  2.399  -0.938  -2.501  0.218
H  0.272  3.686  -2.108  0.410
H  1.716  4.559  -2.441  0.394
H  0.092  -0.795  -3.576  0.512
H  4.615  3.670  2.059  0.445
H  4.857  0.671  -0.050  0.589
H  3.577  -1.265  -1.131  0.427
H  -3.843  -3.732  -2.704  0.355
H  2.665  4.325  0.536  0.539
H  2.368  -2.271  1.638  0.459
H  -2.133  -4.723  1.999  0.378
H  -1.613  -4.374  3.688  0.333
H  5.338  2.064  1.875  0.439
H  1.465  1.550  -2.605  0.616
H  -3.053  3.131  2.005  0.470
H  -4.534  -2.161  -2.349  0.385
H  -0.596  3.022  0.999  0.508
H  0.981  4.829  -0.860  0.479